(1)
{
  "formula": "CH4N2OS",
  "method": "ωB97M-V/def2-TZVPD",
  "symbols": ["C", "N", "N", "O", "S", "H", "H", "H", "H"],
  "coordinates": [[-4.0189, -0.1446, 0.2545], [-2.9957, 0.1737, -0.2907], [1.6589, 0.9110, -0.2856], [1.1761, -0.3023, -0.7064], [0.6981, -1.4539, 0.5009], [1.9024, -1.7431, 0.8093], [-2.0623, 0.4381, -0.6021], [2.6401, 0.7631, -0.0042], [1.0012, 1.3580, 0.3243]],
  "de_lowest_kj_mol": 454.2,
  "multiplicity": 1,
  "total_charge": 0,
  "fmax_ev_per_a": 3.876,
  "mol_weight_g_mol": 92.1
}

(2)
{
  "formula": "CH4N2OS",
  "method": "ωB97M-V/def2-TZVPD",
  "symbols": ["C", "H", "H", "H", "H", "N", "N", "O", "S"],
  "coordinates": [[-0.4583, 0.8199, -0.0857], [-3.0055, -0.4902, -0.4401], [-0.6383, -1.1886, 0.1629], [-0.9189, 1.7803, 0.0203], [2.7163, -0.1573, 0.9716], [-1.1645, -0.3746, -0.2436], [0.8658, 0.9734, 0.0124], [-2.4056, -0.2424, 0.2618], [1.6208, -0.4447, -0.0423]],
  "de_lowest_kj_mol": 349.9,
  "multiplicity": 1,
  "total_charge": 0,
  "fmax_ev_per_a": 4.960,
  "mol_weight_g_mol": 92.1
}

(3)
{
  "formula": "CH4N2OS",
  "method": "ωB97M-V/def2-TZVPD",
  "symbols": ["C", "N", "N", "O", "S", "H", "H", "H", "H"],
  "coordinates": [[-2.0926, 0.7060, 0.0974], [-1.0789, 0.0105, -0.0628], [2.0790, -0.9258, -0.3361], [1.6092, 0.2200, 0.4151], [0.6330, 1.0549, -0.5320], [-2.9135, 0.0059, 0.3373], [-2.3892, 1.7169, 0.2080], [2.8443, -1.2420, 0.2575], [1.3087, -1.5463, -0.3844]],
  "de_lowest_kj_mol": 357.4,
  "multiplicity": 3,
  "total_charge": 0,
  "fmax_ev_per_a": 3.766,
  "mol_weight_g_mol": 92.1
}

(4)
{
  "formula": "CH4N2OSn",
  "method": "ωB97M-V/def2-TZVPD",
  "symbols": ["Sn", "C", "O", "N", "N", "H", "H", "H", "H"],
  "coordinates": [[-1.6890, 0.1404, 3.7647], [0.1338, -0.1652, 0.0445], [-0.1440, -0.2893, 1.2369], [1.2323, 0.2672, -0.4639], [-0.7362, -0.2859, -0.8529], [1.1823, 0.4904, -1.4477], [1.9956, 0.5401, 0.1385], [-0.3384, 0.0158, -1.7309], [-1.6364, -0.7135, -0.6893]],
  "de_lowest_kj_mol": 196.9,
  "multiplicity": 1,
  "total_charge": 2,
  "fmax_ev_per_a": 5.558,
  "mol_weight_g_mol": 178.8
}

(5)
{
  "formula": "CH4N2P2",
  "method": "ωB97M-V/def2-TZVPD",
  "symbols": ["H", "P", "N", "C", "N", "P", "H", "H", "H"],
  "coordinates": [[2.9317, 0.8847, -0.3153], [2.0863, -0.2132, -0.4816], [1.1809, 0.4807, 0.6173], [0.0387, -0.3558, 0.9426], [-1.1778, 0.2864, 0.6442], [-2.1052, -0.1660, -0.5132], [-3.1168, 0.9554, -0.3218], [0.3104, -1.3903, 0.5205], [0.0235, -0.4791, 2.0235]],
  "de_lowest_kj_mol": 211.2,
  "smiles": "[H]/P=N/C/N=P/[H]",
  "multiplicity": 1,
  "total_charge": 0,
  "fmax_ev_per_a": 2.067,
  "mol_weight_g_mol": 106.0
}

(6)
{
  "formula": "CH4N2S",
  "method": "ωB97M-V/def2-TZVPD",
  "symbols": ["N", "N", "C", "S", "H", "H", "H", "H"],
  "coordinates": [[-0.2873, -1.1757, -0.6028], [0.5999, -0.2230, -0.0391], [-0.1038, 1.1166, 0.4711], [0.7028, 2.4991, 0.5115], [-1.2135, -1.0410, -0.2006], [0.0357, -2.1051, -0.3313], [1.3452, 0.0184, -0.6841], [-1.0790, 0.9107, 0.8752]],
  "de_lowest_kj_mol": 235.1,
  "smiles": "NNC=S",
  "multiplicity": 1,
  "total_charge": 0,
  "fmax_ev_per_a": 5.207,
  "mol_weight_g_mol": 76.1
}